Here is C42H46N5O6Pt as an isolated structure from the OMol25 dataset. Energies are from wB97M-V/def2-TZVPD.

CARTESIAN COORDINATES (ANGSTROEM)
Pt: -1.058 0.733 0.453
O: -0.999 2.773 1.490
N: -0.207 3.727 1.214
N: 0.152 3.774 -0.023
O: -0.252 2.931 -0.906
C: 1.015 4.845 -0.399
C: 1.246 5.038 -1.753
C: 2.101 6.052 -2.159
C: 2.722 6.866 -1.224
C: 2.470 6.669 0.129
C: 1.616 5.666 0.552
H: 0.782 4.361 -2.453
H: 2.291 6.192 -3.216
H: 3.400 7.647 -1.545
H: 2.954 7.297 0.868
H: 1.421 5.499 1.600
C: 2.909 -4.153 1.188
C: 1.928 -3.839 0.069
C: 1.991 -4.857 -1.053
O: 0.608 -3.819 0.566
C: 0.275 -2.470 0.902
C: 1.144 -1.635 -0.032
O: 2.162 -2.540 -0.476
C: 1.699 -0.363 0.670
O: 0.660 0.233 1.362
C: 2.332 0.593 -0.345
C: 2.766 1.834 0.122
C: 3.392 2.733 -0.720
C: 3.586 2.412 -2.060
C: 3.151 1.189 -2.537
C: 2.532 0.281 -1.681
C: 2.778 -0.739 1.694
C: 4.094 -0.984 1.306
C: 5.051 -1.361 2.235
C: 4.705 -1.507 3.572
C: 3.403 -1.241 3.970
C: 2.449 -0.847 3.040
C: -1.288 -2.261 0.777
O: -1.643 -1.136 0.051
C: -1.920 -3.397 -0.051
C: -2.950 -4.204 0.405
C: -3.546 -5.148 -0.429
C: -3.120 -5.297 -1.735
C: -2.090 -4.487 -2.207
C: -1.507 -3.550 -1.377
C: -1.843 -2.265 2.200
C: -1.457 -3.266 3.092
C: -1.940 -3.288 4.390
C: -2.817 -2.299 4.824
C: -3.209 -1.307 3.940
C: -2.729 -1.295 2.635
H: 2.744 -5.174 1.537
H: 2.774 -3.469 2.024
H: 3.935 -4.060 0.831
H: 1.673 -5.833 -0.683
H: 3.010 -4.937 -1.434
H: 1.327 -4.551 -1.859
H: 0.569 -2.272 1.934
H: 0.550 -1.312 -0.891
H: 2.600 2.081 1.165
H: 3.714 3.696 -0.341
H: 4.069 3.119 -2.725
H: 3.301 0.928 -3.578
H: 2.236 -0.686 -2.067
H: 4.367 -0.876 0.264
H: 6.069 -1.549 1.913
H: 5.449 -1.812 4.299
H: 3.126 -1.333 5.014
H: 1.435 -0.613 3.338
H: -3.302 -4.106 1.423
H: -4.352 -5.764 -0.046
H: -3.581 -6.032 -2.384
H: -1.745 -4.588 -3.230
H: -0.722 -2.911 -1.760
H: -0.770 -4.037 2.759
H: -1.625 -4.072 5.068
H: -3.183 -2.301 5.843
H: -3.882 -0.524 4.267
H: -3.023 -0.514 1.947
C: -1.942 2.531 -3.563
N: -2.470 1.531 -2.644
C: -1.702 0.294 -2.639
C: -3.062 1.953 -1.485
N: -2.796 1.440 -0.332
N: -3.980 2.982 -1.620
C: -4.974 2.927 -2.674
C: -4.396 3.687 -0.429
H: -0.912 2.778 -3.290
H: -2.538 3.438 -3.524
H: -1.973 2.130 -4.578
H: -1.702 -0.096 -3.660
H: -2.155 -0.435 -1.971
H: -0.669 0.468 -2.312
H: -3.473 1.687 0.377
H: -4.622 2.291 -3.481
H: -5.161 3.929 -3.066
H: -5.922 2.520 -2.299
H: -3.536 3.877 0.211
H: -5.158 3.138 0.144
H: -4.831 4.643 -0.724

Cartesian forces (eV/Å) of the 6 atoms listed first:
0.0335 0.6034 0.6862
0.1409 -0.4375 -0.2528
0.0288 -0.0005 -0.1379
-0.2068 -0.2219 0.2145
0.0113 0.2462 -0.3687
-0.0297 0.0536 -0.0527

- HOMO-LUMO gap: 6.9887 eV
- HOMO energy: -4.58 eV
- Energy above the lowest of the compared OMol25 structures with the same formula, charge and spin: 28.7 kcal per mole
- Total charge: -1

***

Here is a 11-piece molecular cluster, C44H51Cl2F10NO37 overall at a distorted geometry from the OMol25 dataset. Energies are from wB97M-V/def2-TZVPD.

CARTESIAN COORDINATES (ANGSTROEM)
C: 3.012 0.767 2.701
C: 1.913 1.749 1.982
O: 2.436 2.526 0.836
C: 2.594 1.537 -0.241
C: 2.785 2.230 -1.751
C: 4.355 2.439 -2.177
O: 5.137 1.210 -2.350
C: 4.329 0.055 -2.750
N: 3.628 -0.879 -3.346
O: 4.981 3.138 -1.002
C: 6.339 2.631 -0.756
O: 7.447 2.956 -1.434
C: 6.496 1.591 0.543
O: 7.451 0.499 0.302
C: 7.006 -0.568 1.260
O: 5.909 -1.285 0.529
C: 6.653 -2.395 -0.146
C: 5.698 -3.083 -1.290
O: 6.162 -2.589 -2.598
C: 4.565 3.529 -3.428
Cl: 5.633 5.064 -3.154
C: 3.995 3.376 -4.790
C: 4.297 4.497 -5.993
Cl: 2.925 1.942 -5.262
H: 3.743 1.302 3.446
H: 3.660 0.123 1.970
H: 2.386 -0.005 3.363
H: 1.495 2.470 2.826
H: 0.988 1.052 1.692
H: 1.653 0.814 -0.370
H: 3.529 0.850 -0.081
H: 2.340 3.330 -1.616
H: 2.109 1.718 -2.556
H: 6.976 2.267 1.402
H: 5.452 1.249 0.964
H: 6.616 -0.119 2.273
H: 7.911 -1.291 1.429
H: 6.943 -3.142 0.731
H: 7.662 -2.012 -0.629
H: 5.839 -4.247 -1.267
H: 4.545 -2.870 -1.094
H: 6.521 -1.645 -2.452
H: 4.287 5.600 -5.604
H: 3.617 4.314 -6.945
H: 5.405 4.274 -6.349
C: -1.983 3.611 1.958
C: -2.877 3.889 3.118
O: -2.592 2.838 4.013
C: -1.296 2.500 3.763
O: -0.608 1.827 4.512
O: -0.859 3.016 2.574
F: -4.177 3.801 2.758
H: -2.422 2.905 1.245
H: -1.701 4.521 1.423
H: -2.690 4.851 3.608
C: 8.339 1.170 -6.620
C: 7.229 2.004 -7.162
O: 7.859 2.794 -8.144
C: 8.899 2.038 -8.594
O: 9.509 2.258 -9.627
O: 9.170 0.996 -7.750
F: 6.733 2.825 -6.208
H: 8.903 1.676 -5.830
H: 7.988 0.207 -6.240
H: 6.416 1.429 -7.618
C: -6.077 0.100 -0.198
C: -6.090 0.430 1.256
O: -4.726 0.401 1.613
C: -4.056 0.748 0.478
O: -2.887 1.099 0.454
O: -4.854 0.664 -0.629
F: -6.735 -0.525 1.961
H: -6.066 -0.978 -0.387
H: -6.922 0.542 -0.732
H: -6.510 1.414 1.489
C: -7.718 6.682 0.290
C: -6.847 6.608 1.497
O: -6.858 5.238 1.827
C: -7.044 4.589 0.644
O: -6.838 3.398 0.476
O: -7.482 5.437 -0.336
F: -7.387 7.299 2.525
H: -8.781 6.767 0.540
H: -7.446 7.510 -0.370
H: -5.816 6.938 1.327
C: -9.478 -1.181 3.226
C: -10.159 -1.213 4.552
O: -11.484 -1.575 4.233
C: -11.383 -2.329 3.102
O: -12.272 -3.048 2.677
O: -10.159 -2.189 2.506
F: -10.177 0.015 5.115
H: -9.600 -0.222 2.711
H: -8.411 -1.406 3.301
H: -9.738 -1.940 5.255
C: -1.143 -1.480 1.612
C: -1.678 -1.825 2.959
O: -0.667 -2.633 3.518
C: 0.490 -2.199 2.945
O: 1.604 -2.460 3.369
O: 0.251 -1.430 1.839
F: -2.805 -2.565 2.855
H: -1.360 -2.246 0.860
H: -1.516 -0.518 1.250
H: -1.859 -0.960 3.606
C: -5.345 -6.550 1.629
C: -4.605 -5.289 1.336
O: -5.482 -4.281 1.785
C: -6.192 -4.853 2.797
O: -6.850 -4.227 3.611
O: -6.071 -6.216 2.795
F: -4.423 -5.134 0.006
H: -6.044 -6.825 0.832
H: -4.673 -7.393 1.813
H: -3.645 -5.201 1.857
C: -13.148 6.642 1.198
C: -12.285 5.801 0.321
O: -11.323 6.710 -0.165
C: -11.200 7.651 0.813
O: -10.276 8.444 0.887
O: -12.234 7.593 1.707
F: -12.987 5.322 -0.731
H: -13.939 7.159 0.644
H: -13.605 6.066 2.007
H: -11.784 4.977 0.841
C: 10.759 -4.501 -0.155
C: 10.078 -4.534 1.171
O: 8.754 -4.896 0.852
C: 8.854 -5.650 -0.278
O: 7.965 -6.368 -0.704
O: 10.078 -5.509 -0.874
F: 10.060 -3.305 1.734
H: 10.637 -3.542 -0.670
H: 11.826 -4.726 -0.080
H: 10.499 -5.260 1.874
C: 4.832 -8.219 -0.963
C: 5.357 -9.478 -1.565
O: 4.216 -10.065 -2.148
C: 3.408 -9.019 -2.478
O: 2.461 -9.100 -3.243
O: 3.793 -7.865 -1.853
F: 5.824 -10.311 -0.609
H: 4.417 -8.370 0.039
H: 5.591 -7.434 -0.914
H: 6.124 -9.323 -2.332

Cartesian forces (eV/Å) of the 6 atoms listed first:
-0.3495 -0.6578 0.6889
-0.3164 -0.6700 1.8479
-0.8324 -2.9668 -0.3401
0.3868 -0.7884 -2.0571
-0.5914 1.5133 1.1233
-0.7209 2.6560 0.6141

- HOMO-LUMO gap: 9.2032 eV
- HOMO energy: -9.34 eV
- SMILES string: CCOCC[C@](OC#N)(OC(=O)COCOCCO)/C(Cl)=C(/C)Cl.O=C1OC[C@@H](F)O1.O=C1OC[C@@H](F)O1.O=C1OC[C@@H](F)O1.O=C1OC[C@@H](F)O1.O=C1OC[C@@H](F)O1.O=C1OC[C@@H](F)O1.O=C1OC[C@@H](F)O1.O=C1OC[C@@H](F)O1.O=C1OC[C@@H](F)O1.O=C1OC[C@@H](F)O1

***

Here is the molecule C11H14Si at a distorted geometry from the OMol25 dataset. Energies are from wB97M-V/def2-TZVPD.

CARTESIAN COORDINATES (ANGSTROEM)
C: -2.630 -2.660 -0.142
C: -1.391 -3.108 0.260
C: -2.852 -1.331 -0.251
C: -0.452 -2.132 0.647
C: -2.012 -0.363 0.219
C: -0.830 -0.772 0.717
C: 1.094 1.232 -1.383
C: 1.223 1.476 0.042
C: 2.386 1.196 -2.160
C: 1.518 2.416 -2.170
C: 0.457 0.833 3.203
Si: 0.493 0.446 1.310
H: -3.265 -3.483 -0.441
H: -1.288 -4.147 0.058
H: -3.718 -1.116 -0.770
H: 0.526 -2.354 0.907
H: -2.144 0.645 0.143
H: 0.409 0.562 -1.694
H: 2.085 1.921 0.465
H: 3.267 1.435 -1.627
H: 2.670 0.626 -3.105
H: 1.166 2.618 -3.210
H: 1.786 3.378 -1.744
H: 0.523 -0.031 3.866
H: 1.379 1.281 3.464
H: -0.401 1.434 3.397

Cartesian forces (eV/Å) of the 6 atoms listed first:
1.0632 -1.5644 0.1738
0.6478 1.5370 0.0529
-1.2677 0.2226 -0.2056
-2.2519 -0.1374 -0.1938
-0.0892 -1.8091 -0.2411
2.9393 -0.8395 1.0294

- HOMO-LUMO gap: 7.9434 eV
- HOMO energy: -7.42 eV
- Energy above the lowest of the compared OMol25 structures with the same formula, charge and spin: 97.5 kcal per mole
- SMILES string: C/[Si](=C/C1CC1)c1ccccc1

***

Here is the molecule C2H3NO3 at a distorted geometry from the OMol25 dataset. Energies are from wB97M-V/def2-TZVPD.

CARTESIAN COORDINATES (ANGSTROEM)
C: 1.703 0.495 0.065
C: -1.661 -0.537 0.033
H: 2.096 1.517 0.321
H: -0.240 1.428 0.259
H: -1.935 -1.612 0.224
N: 0.327 0.559 0.022
O: 2.356 -0.531 -0.180
O: -0.332 -0.586 0.160
O: -2.333 0.493 -0.174

Cartesian forces (eV/Å) of the 6 atoms listed first:
0.6829 -1.5560 -0.6076
-1.7206 1.9039 -0.2154
0.0775 -0.7969 -0.3916
1.1167 -1.6142 -0.3121
-0.6114 1.1247 -0.3630
0.5389 3.5365 0.3588

- HOMO-LUMO gap: 10.9256 eV
- HOMO energy: -10.22 eV
- Energy above the lowest of the compared OMol25 structures with the same formula, charge and spin: 70.6 kcal per mole
- SMILES string: O=CNOC=O

***

Here is a 2-piece molecular cluster, C3H10NO2 overall at a distorted geometry from the OMol25 dataset. Energies are from wB97M-V/def2-TZVPD.

CARTESIAN COORDINATES (ANGSTROEM)
C: 0.531 -1.333 0.665
C: 1.479 0.774 -0.322
C: -1.050 0.435 -0.076
N: 0.331 -0.165 -0.260
O: -1.164 0.934 1.136
O: -1.914 -0.486 -0.571
H: 1.373 -1.995 0.451
H: 0.637 -1.137 1.705
H: -0.317 -1.967 0.706
H: 1.198 1.382 -1.239
H: 1.735 1.406 0.627
H: 2.366 0.307 -0.674
H: -0.927 1.862 -1.196
H: 0.350 -0.550 -1.212
H: -2.040 0.709 1.432
H: -2.588 -0.177 -1.173

Cartesian forces (eV/Å) of the 6 atoms listed first:
0.4134 -1.0450 0.4764
-0.3007 3.0020 -0.1722
1.1579 3.3342 -4.4249
0.9210 -1.1482 0.5498
0.1525 -0.5285 0.1756
0.3606 -0.3128 1.2459

- HOMO-LUMO gap: 10.5302 eV
- HOMO energy: -14.42 eV
- Energy above the lowest of the compared OMol25 structures with the same formula, charge and spin: 97.8 kcal per mole
- Total charge: +1

***

Here is a 12-piece molecular cluster, C28H42Cl23FN2O4 overall at a distorted geometry from the OMol25 dataset. Energies are from wB97M-V/def2-TZVPD.

CARTESIAN COORDINATES (ANGSTROEM)
C: -2.075 -5.560 1.033
C: -1.046 -4.399 1.109
C: -0.250 -4.198 -0.216
F: 0.965 -4.875 -0.087
C: -0.041 -2.704 -0.467
C: 0.407 -1.960 0.618
C: 0.631 -0.592 0.535
C: 1.142 0.267 1.689
C: 2.378 -0.294 2.377
O: 2.987 -1.265 2.083
Cl: 2.924 0.708 3.790
C: 0.358 -0.002 -0.673
C: -0.097 -0.739 -1.791
C: -0.287 -2.109 -1.723
C: -0.749 -2.902 -2.950
C: 0.433 -3.282 -3.875
O: 1.021 -2.139 -4.461
C: 1.561 -4.120 -3.191
N: 2.836 -3.759 -3.847
C: -0.296 0.289 -2.936
O: -0.320 0.186 -4.126
N: -0.507 1.521 -2.182
C: -1.918 1.435 -1.718
C: 0.485 1.453 -1.147
O: 1.236 2.333 -0.824
H: -1.689 -6.483 1.474
H: -2.937 -5.263 1.648
H: -2.474 -5.698 0.021
H: -1.630 -3.487 1.290
H: -0.343 -4.549 1.938
H: -0.839 -4.691 -0.994
H: 0.578 -2.484 1.557
H: 1.359 1.262 1.284
H: 0.350 0.308 2.450
H: -1.519 -2.340 -3.465
H: -1.179 -3.830 -2.582
H: -0.009 -3.879 -4.695
H: 1.205 -2.294 -5.389
H: 1.430 -5.204 -3.344
H: 1.681 -3.904 -2.121
H: 3.222 -2.927 -3.424
H: 3.530 -4.486 -3.691
H: -2.017 1.298 -0.634
H: -2.452 0.657 -2.282
H: -2.431 2.379 -1.959
C: -3.065 4.372 0.719
Cl: -3.012 2.815 1.561
Cl: -3.649 4.212 -0.944
H: -3.734 5.034 1.258
H: -2.064 4.792 0.699
C: -4.259 -4.953 -3.655
Cl: -3.070 -6.256 -3.610
Cl: -3.535 -3.409 -3.189
H: -4.648 -4.866 -4.664
H: -5.062 -5.188 -2.966
C: 3.440 -4.307 3.939
Cl: 2.147 -4.077 5.126
Cl: 3.897 -6.009 3.810
H: 3.090 -3.964 2.972
H: 4.306 -3.732 4.245
C: -0.562 4.825 3.922
Cl: -0.811 6.306 2.990
Cl: -0.070 3.493 2.872
H: 0.213 4.995 4.661
H: -1.493 4.561 4.412
C: -2.063 9.473 1.354
Cl: -2.987 7.963 1.396
Cl: -3.002 10.820 2.007
H: -1.165 9.350 1.951
H: -1.799 9.692 0.328
C: 6.501 -3.420 -3.253
Cl: 5.435 -2.388 -2.299
Cl: 5.886 -5.079 -3.301
H: 6.551 -3.029 -4.263
H: 7.489 -3.426 -2.807
C: 1.295 8.888 -0.947
Cl: 0.118 10.166 -0.603
Cl: 1.295 7.659 0.321
H: 1.035 8.421 -1.890
H: 2.282 9.331 -1.010
C: 6.577 -0.805 3.086
Cl: 7.700 0.438 3.650
Cl: 7.350 -1.928 1.970
H: 6.209 -1.360 3.942
H: 5.750 -0.327 2.574
C: -2.466 10.491 6.018
Cl: -1.026 11.271 6.680
Cl: -2.048 9.140 4.960
H: -3.070 10.117 6.838
H: -3.027 11.220 5.444
C: -6.637 2.613 2.128
Cl: -7.808 3.887 2.494
Cl: -6.617 1.368 3.382
H: -6.903 2.154 1.183
H: -5.649 3.055 2.064
C: 0.296 -8.531 -4.467
Cl: -1.209 -9.200 -3.825
Cl: 0.811 -7.084 -3.581
H: 1.072 -9.284 -4.382
H: 0.147 -8.267 -5.508

Cartesian forces (eV/Å) of the 6 atoms listed first:
-0.0986 0.5833 0.7375
-0.5029 -0.3377 -0.7338
-0.9133 0.2430 1.2806
0.0126 0.1592 -0.2050
0.2371 -0.5781 -0.3296
-0.0005 -0.1240 0.1328

- HOMO-LUMO gap: 8.7311 eV
- HOMO energy: -8.77 eV
- SMILES string: CC[C@H](F)c1cc(CC(=O)Cl)c2c(c1C[C@@H](O)CN)C(=O)N(C)C2=O.ClCCl.ClCCl.ClCCl.ClCCl.ClCCl.ClCCl.ClCCl.ClCCl.ClCCl.ClCCl.ClCCl

***

Here is the molecule C8H12 at a distorted geometry from the OMol25 dataset. Energies are from wB97M-V/def2-TZVPD.

CARTESIAN COORDINATES (ANGSTROEM)
C: 0.157 -1.293 -0.129
C: 0.730 -2.455 0.175
C: -2.072 -0.020 0.837
C: -2.268 0.429 -0.550
C: -0.788 -0.226 0.086
C: 0.654 0.090 -0.067
C: 1.005 0.870 -1.349
C: 1.403 0.550 1.229
H: 1.769 -2.427 -0.064
H: 0.294 -3.336 0.491
H: -2.105 0.620 1.617
H: -2.615 -0.963 1.111
H: -2.995 0.031 -1.222
H: -2.400 1.502 -0.565
H: 1.387 1.802 -1.069
H: 0.119 1.080 -1.900
H: 1.730 0.226 -1.866
H: 1.141 0.090 2.088
H: 1.066 1.544 1.352
H: 2.514 0.431 1.089

Cartesian forces (eV/Å) of the 6 atoms listed first:
0.0042 -0.1882 0.5825
0.1209 2.0751 -1.3176
-0.0807 -4.0043 -0.8840
1.9656 0.3375 1.0034
-4.0396 0.3208 -1.0027
0.1786 1.4349 0.6532

- HOMO-LUMO gap: 9.6993 eV
- HOMO energy: -8.74 eV
- Energy above the lowest of the compared OMol25 structures with the same formula, charge and spin: 85.6 kcal per mole
- SMILES string: C=C1C(C)(C)C12CC2

***

Here is a 2-piece molecular cluster, C10H27N5O2P overall at a distorted geometry from the OMol25 dataset. Energies are from wB97M-V/def2-TZVPD.

CARTESIAN COORDINATES (ANGSTROEM)
C: -4.126 -2.081 -1.501
N: -3.378 -0.842 -1.940
N: -3.860 0.224 -1.194
C: -2.785 1.266 -0.982
C: -5.047 0.751 -1.972
C: -6.543 0.512 -1.273
O: -4.863 1.327 -3.170
H: -5.300 -1.998 -1.568
H: -3.833 -3.061 -2.113
H: -3.785 -2.300 -0.385
H: -2.604 1.334 0.190
H: -3.110 2.297 -1.435
H: -1.792 0.857 -1.489
H: -7.229 0.037 -2.103
H: -6.984 1.489 -0.790
H: -6.412 -0.317 -0.434
O: 0.310 -0.133 -0.121
P: 1.725 -0.482 0.403
N: 1.412 0.200 1.946
C: 2.368 0.865 2.824
C: 0.540 -0.636 2.777
N: 2.433 0.709 -0.628
C: 2.424 2.124 -0.266
C: 1.999 0.606 -2.032
N: 3.350 -0.885 1.006
C: 4.598 -0.390 0.423
C: 3.454 -2.349 1.102
H: 3.018 0.155 3.347
H: 1.841 1.450 3.588
H: 3.006 1.577 2.306
H: 1.093 -1.486 3.193
H: -0.297 -1.035 2.197
H: 0.103 -0.065 3.604
H: 1.434 2.456 0.070
H: 2.727 2.759 -1.109
H: 3.165 2.338 0.504
H: 1.022 1.071 -2.194
H: 1.931 -0.442 -2.341
H: 2.722 1.088 -2.699
H: 4.681 -0.629 -0.643
H: 5.466 -0.830 0.929
H: 4.709 0.687 0.567
H: 3.505 -2.804 0.107
H: 2.579 -2.762 1.615
H: 4.332 -2.654 1.681

Cartesian forces (eV/Å) of the 6 atoms listed first:
0.6580 -0.3373 0.5198
-0.9577 -2.7089 -1.0455
-1.2684 2.2314 0.4926
0.4291 -0.1355 0.2894
1.4685 2.2696 -4.0388
0.9053 -1.2099 -0.3872

- HOMO-LUMO gap: 2.5605 eV
- HOMO energy: -1.38 eV
- Total charge: -1